1.
Entry from the OMol25 dataset: a structure of composition C23H23CrN3O7SSi at a distorted geometry (ωB97M-V/def2-TZVPD).

```
59
Properties=species:S:1:pos:R:3
Cr 5.63 11.66 11.34
O 3.00 15.06 15.57
C 3.60 14.29 14.63
C 3.35 12.92 14.60
C 4.07 12.17 13.66
N 4.95 12.74 12.89
C 5.22 14.05 12.85
C 4.54 14.85 13.76
C 5.98 14.51 11.62
O 6.33 15.69 11.50
O 6.25 13.60 10.75
C 3.78 10.71 13.31
O 2.82 10.18 13.87
O 4.49 10.25 12.35
H 2.45 14.57 16.19
H 2.64 12.41 15.28
H 4.58 15.95 13.72
C 8.09 9.26 9.58
C 6.81 9.55 8.97
C 6.46 8.98 7.76
C 5.29 9.44 7.13
C 4.45 10.34 7.75
C 4.83 10.86 9.05
N 6.01 10.48 9.58
N 4.16 11.72 9.81
Si 2.87 12.70 9.18
C 3.54 13.75 7.71
C 1.39 11.76 8.58
C 2.44 13.83 10.56
H 8.59 8.43 9.13
H 8.05 9.11 10.65
H 8.73 10.25 9.65
H 7.22 8.28 7.37
H 4.91 8.96 6.13
H 3.55 10.72 7.31
H 3.94 12.99 7.02
H 4.44 14.26 8.11
H 2.89 14.49 7.25
H 1.44 11.10 7.76
H 0.70 12.61 8.38
H 0.98 11.21 9.40
H 3.10 14.75 10.61
H 2.57 13.26 11.51
H 1.39 14.19 10.47
O 10.31 16.39 10.73
C 11.14 15.53 11.31
O 12.18 16.00 11.76
C 10.76 14.12 11.40
C 9.84 13.63 10.43
C 8.98 12.61 10.70
C 8.92 12.04 11.98
S 7.54 11.03 12.54
C 9.99 12.36 12.87
C 10.81 13.41 12.63
H 9.52 15.87 10.44
H 9.86 14.18 9.56
H 8.26 12.21 9.99
H 9.99 11.92 13.83
H 11.49 13.72 13.39
```

ΔE to the lowest compared entry with this formula, charge and spin = 36.99 kcal per mole
DFT total energy = -90167.2664 eV
Total charge = -2
Spin multiplicity = 5
HOMO level (spin up / spin down) = 1.3 / -2.6 eV
Maximum force = 3.745 eV/A



2.
Entry from the OMol25 dataset: the molecule C23H23FN2O5 (ωB97M-V/def2-TZVPD).

```
54
Properties=species:S:1:pos:R:3
C 4.74 0.99 -1.59
C 4.83 0.39 -0.19
N 3.55 -0.14 0.23
C 3.00 -1.29 -0.29
O 3.48 -1.95 -1.17
C 1.69 -1.55 0.43
C 0.52 -1.56 -0.58
C -0.62 -2.53 -0.27
C -1.47 -2.84 -1.33
C -2.56 -3.67 -1.16
C -2.83 -4.22 0.09
C -2.00 -3.93 1.15
C -0.92 -3.09 0.96
F -0.15 -2.85 2.05
N 0.00 -0.20 -0.60
C 0.26 0.44 0.68
C -0.98 0.37 1.59
C -2.19 0.97 0.93
C -2.96 0.22 0.05
C -4.06 0.77 -0.58
C -4.41 2.09 -0.35
O -5.49 2.67 -0.95
C -3.66 2.85 0.53
C -2.56 2.29 1.16
C 0.64 1.91 0.52
O 0.40 2.77 1.31
O 1.32 2.13 -0.62
C 1.77 3.47 -0.80
C 1.47 -0.32 1.31
C 2.76 0.47 1.19
O 3.09 1.45 1.80
H 4.48 0.22 -2.31
H 3.99 1.77 -1.61
H 5.71 1.42 -1.86
H 5.11 1.14 0.55
H 5.55 -0.43 -0.18
H 1.78 -2.49 0.97
H 0.89 -1.83 -1.57
H -1.27 -2.41 -2.29
H -3.20 -3.90 -2.00
H -3.68 -4.87 0.23
H -2.18 -4.34 2.13
H 0.40 0.34 -1.36
H -1.18 -0.66 1.85
H -0.75 0.93 2.50
H -2.70 -0.81 -0.14
H -4.65 0.16 -1.26
H -5.93 2.03 -1.52
H -3.94 3.87 0.72
H -1.98 2.89 1.84
H 0.93 4.16 -0.69
H 2.53 3.70 -0.06
H 2.18 3.52 -1.81
H 1.27 -0.55 2.36
```

ΔE to the lowest compared entry with this formula, charge and spin = 0.86 kcal per mole
DFT total energy = -40161.3523 eV
Total charge = 0
Spin multiplicity = 1
SMILES string = CCN1C(=O)[C@@H]2[C@@H](c3ccccc3F)N[C@](Cc3ccc(O)cc3)(C(=O)OC)[C@@H]2C1=O
HOMO level = -8.3 eV
Maximum force = 0.589 eV/A



3.
Entry from the OMol25 dataset: a structure of composition C23H23I2N7O3ReSSe at a distorted geometry (ωB97M-V/def2-TZVPD).

```
61
Properties=species:S:1:pos:R:3
Re -0.48 -0.21 -0.41
I 0.16 -0.87 2.31
C -1.67 -1.99 2.36
I -2.78 -1.53 0.58
H -2.23 -1.70 3.25
H -1.43 -3.05 2.38
C -0.80 2.86 -2.29
C -1.55 2.70 -1.02
N -1.36 1.73 -0.12
C -2.19 2.00 0.96
C -2.88 3.13 0.69
N -2.47 3.56 -0.55
C -3.06 4.70 -1.26
N -4.48 4.59 -1.23
N -5.24 5.57 -0.67
N -6.46 5.24 -0.73
C -6.57 4.00 -1.34
C -7.69 3.22 -1.63
C -7.45 1.99 -2.22
C -6.15 1.56 -2.52
C -5.04 2.32 -2.25
C -5.28 3.56 -1.66
H -0.05 2.09 -2.34
H -0.33 3.84 -2.34
H -1.46 2.76 -3.16
H -2.21 1.41 1.85
H -3.62 3.66 1.27
H -2.69 4.70 -2.28
H -2.80 5.63 -0.76
H -8.68 3.56 -1.40
H -8.29 1.35 -2.47
H -6.02 0.58 -2.98
H -4.04 1.97 -2.48
N 1.70 0.31 -0.63
C 2.56 -0.04 -1.76
C 3.51 0.88 -2.20
C 4.36 0.54 -3.25
C 4.20 -0.70 -3.82
C 3.30 -1.64 -3.39
C 2.47 -1.30 -2.33
S 5.23 -1.10 -5.39
O 4.63 -2.32 -5.85
O 6.52 -1.17 -4.76
O 4.92 0.09 -6.15
H 1.87 1.29 -0.39
H 2.10 -0.21 0.16
H 3.61 1.84 -1.72
H 5.12 1.22 -3.60
H 3.24 -2.60 -3.88
H 1.77 -2.03 -1.94
Se -1.25 -0.84 -2.60
C -0.34 -0.59 -4.30
C -0.55 -1.59 -5.24
C -0.01 -1.42 -6.51
N 0.67 -0.34 -6.84
C 0.89 0.61 -5.95
C 0.39 0.54 -4.65
H -1.13 -2.47 -5.01
H -0.15 -2.16 -7.29
H 1.47 1.46 -6.28
H 0.58 1.34 -3.96
```

DFT total energy = -135287.7208 eV
Total charge = +2
Spin multiplicity = 4
HOMO level (spin up / spin down) = -12.0 / -12.0 eV
Maximum force = 2.949 eV/A



4.
Entry from the OMol25 dataset: a structure of composition C23H23IN2O2PtSe (ωB97M-V/def2-TZVPD).

```
53
Properties=species:S:1:pos:R:3
Pt -1.13 0.22 -0.75
C -1.63 -4.40 -1.48
C -0.37 -3.76 -1.98
N 0.60 -4.52 -2.40
C 1.74 -3.95 -2.84
C 1.96 -2.60 -2.86
C 3.26 -2.09 -3.41
O 4.00 -1.43 -2.38
C 0.93 -1.73 -2.41
C 1.20 -0.32 -2.42
N 0.35 0.66 -2.28
C 0.84 1.99 -2.42
C 1.98 2.28 -3.17
C 2.44 3.57 -3.31
C 1.76 4.63 -2.72
C 0.61 4.37 -2.01
C 0.14 3.07 -1.87
I -1.65 2.83 -0.83
C -0.28 -2.32 -1.96
O -1.32 -1.69 -1.53
H -1.52 -5.48 -1.53
H -2.48 -4.08 -2.08
H -1.83 -4.08 -0.46
H 2.51 -4.63 -3.19
H 3.08 -1.39 -4.24
H 3.82 -2.93 -3.82
H 4.90 -1.28 -2.69
H 2.25 -0.08 -2.57
H 2.51 1.49 -3.67
H 3.33 3.76 -3.89
H 2.12 5.64 -2.83
H 0.06 5.19 -1.56
C -3.25 1.33 6.01
C -2.42 0.97 4.81
C -1.50 1.87 4.28
C -0.71 1.55 3.19
C 0.25 2.58 2.66
C -0.83 0.28 2.60
Se 0.36 -0.23 1.19
C -1.77 -0.63 3.11
C -2.01 -2.00 2.51
C -2.54 -0.27 4.21
H -3.04 2.34 6.35
H -3.05 0.65 6.85
H -4.31 1.26 5.79
H -1.40 2.86 4.73
H 0.23 3.47 3.29
H 0.00 2.87 1.64
H 1.27 2.19 2.63
H -1.57 -2.10 1.52
H -3.08 -2.19 2.44
H -1.58 -2.77 3.14
H -3.26 -0.98 4.60
```

DFT total energy = -107991.6630 eV
Total charge = 0
Spin multiplicity = 3
HOMO level (spin up / spin down) = -6.9 / -7.4 eV
Maximum force = 0.557 eV/A



5.
Entry from the OMol25 dataset: a structure of composition C23H23N6Re at a distorted geometry (ωB97M-V/def2-TZVPD).

```
53
Properties=species:S:1:pos:R:3
Re 0.37 -0.15 -0.66
N -2.70 0.46 2.28
C -1.74 0.68 1.45
N -1.13 -0.31 0.76
C -1.48 -1.67 1.06
N -0.80 -2.65 0.56
N 0.25 -2.13 -0.18
C 1.00 -2.93 -0.86
C 2.05 -2.29 -1.63
C 3.04 -2.99 -2.28
C 4.08 -2.29 -2.89
C 4.11 -0.90 -2.81
C 3.08 -0.24 -2.18
N 2.04 -0.90 -1.61
C -2.61 -1.92 1.94
C -3.09 -3.20 2.20
C -4.17 -3.37 3.04
C -4.77 -2.26 3.63
C -4.30 -0.98 3.40
C -3.23 -0.84 2.55
H -3.11 1.25 2.76
H -1.41 1.70 1.31
H 0.84 -4.00 -0.84
H 3.00 -4.08 -2.30
H 4.87 -2.82 -3.40
H 4.92 -0.33 -3.24
H 3.06 0.84 -2.11
H -2.61 -4.06 1.73
H -4.55 -4.36 3.23
H -5.62 -2.40 4.29
H -4.77 -0.12 3.87
C 0.12 1.19 -3.36
N 0.01 1.59 -1.93
C -1.38 2.06 -1.67
C 0.98 2.68 -1.61
C 1.28 2.60 -0.16
C 1.72 3.67 0.59
C 2.08 3.49 1.92
C 2.01 2.23 2.53
C 1.55 1.14 1.80
C 1.18 1.33 0.46
H -0.09 2.05 -4.00
H -0.60 0.41 -3.58
H 1.13 0.84 -3.58
H -1.66 2.78 -2.44
H -1.42 2.55 -0.70
H -2.07 1.22 -1.71
H 0.59 3.65 -1.91
H 1.88 2.50 -2.19
H 1.80 4.66 0.13
H 2.42 4.34 2.50
H 2.31 2.10 3.56
H 1.50 0.17 2.27
```

ΔE to the lowest compared entry with this formula, charge and spin = 0.00 kcal per mole
DFT total energy = -35267.3428 eV
Total charge = +3
Spin multiplicity = 2
HOMO level (spin up / spin down) = -17.6 / -17.7 eV
Maximum force = 1.823 eV/A



6.
Entry from the OMol25 dataset: a cluster of 2 separate species, C23H23NO2 in total at a distorted geometry (ωB97M-V/def2-TZVPD).

```
49
Properties=species:S:1:pos:R:3
O 0.29 -0.98 2.60
C -0.03 0.20 2.49
C -0.75 0.83 1.35
C -1.28 0.12 0.31
C -2.08 0.71 -0.75
C -1.51 1.71 -1.58
C -2.29 2.38 -2.52
C -3.64 2.04 -2.68
C -4.21 1.03 -1.89
C -3.42 0.33 -0.97
C -0.83 2.31 1.59
O -1.42 3.17 0.95
C -0.05 2.54 2.85
C 0.32 3.74 3.44
C 1.09 3.70 4.61
C 1.42 2.46 5.21
C 1.02 1.26 4.62
C 0.32 1.31 3.41
H -1.21 -0.97 0.36
H -0.45 1.95 -1.45
H -1.84 3.18 -3.10
H -4.26 2.59 -3.40
H -5.27 0.79 -1.98
H -3.83 -0.48 -0.36
H 0.03 4.68 2.98
H 1.44 4.63 5.06
H 2.00 2.45 6.13
H 1.23 0.29 5.07
C 2.87 -2.00 -1.01
C 1.74 -1.23 -0.33
N 0.38 -1.56 -0.89
C 0.18 -3.06 -0.73
C 1.26 -3.87 -1.44
C 2.28 -2.91 -2.12
C 1.49 -2.01 -3.10
C 0.39 -1.25 -2.35
H 3.57 -1.28 -1.44
H 3.40 -2.60 -0.26
H 1.68 -1.45 0.75
H 1.87 -0.15 -0.42
H 0.17 -3.25 0.35
H -0.82 -3.29 -1.12
H 1.77 -4.51 -0.72
H 0.79 -4.51 -2.20
H 3.07 -3.46 -2.64
H 2.16 -1.29 -3.58
H 1.03 -2.62 -3.89
H -0.61 -1.49 -2.74
H 0.52 -0.16 -2.45
```

ΔE to the lowest compared entry with this formula, charge and spin = 45.99 kcal per mole
DFT total energy = -29808.5899 eV
Total charge = 0
Spin multiplicity = 1
SMILES string = O=C1C(=Cc2ccccc2)C(=O)c2ccccc21.C1CN2CCC1CC2
HOMO level = -8.3 eV
Maximum force = 2.050 eV/A